DFT (wB97M-V/def2-TZVPD) results for a molecular structure, C36H49Sn.

Cartesian coordinates (Å):
C: -0.962 5.992 4.444
C: -1.296 4.630 3.847
C: -0.076 3.924 3.240
C: -0.408 2.561 2.622
Sn: 0.006 2.601 0.525
C: -1.165 4.150 -0.372
C: -2.649 3.903 -0.185
C: -3.526 4.996 -0.813
C: -5.021 4.770 -0.615
C: 2.090 3.099 0.379
C: 2.983 2.045 1.043
C: 3.862 2.639 2.152
C: 4.723 1.610 2.873
C: -0.568 0.762 -0.392
C: 0.255 -0.282 0.240
C: 1.328 -0.850 -0.317
C: 2.088 -1.868 0.455
C: 1.750 -0.568 -1.717
H: -1.839 6.478 4.882
H: -0.207 5.904 5.231
H: -0.562 6.668 3.684
H: -1.735 3.976 4.612
H: -2.074 4.738 3.078
H: 0.375 4.577 2.479
H: 0.702 3.817 4.011
H: 0.175 1.748 3.064
H: -1.464 2.310 2.750
H: -0.860 5.099 0.075
H: -0.898 4.186 -1.431
H: -2.918 2.926 -0.609
H: -2.877 3.820 0.887
H: -3.235 5.969 -0.395
H: -3.295 5.063 -1.885
H: -5.624 5.554 -1.082
H: -5.341 3.819 -1.047
H: -5.284 4.751 0.445
H: 2.353 3.275 -0.668
H: 2.186 4.060 0.892
H: 2.361 1.244 1.465
H: 3.619 1.547 0.296
H: 4.494 3.425 1.715
H: 3.220 3.157 2.878
H: 5.338 2.066 3.655
H: 4.105 0.848 3.355
H: 5.397 1.095 2.184
H: -1.636 0.607 -0.231
H: -0.413 0.815 -1.470
H: 0.000 -0.560 1.254
H: 3.047 -2.079 -0.018
H: 2.290 -1.515 1.469
H: 1.532 -2.806 0.520
H: 2.823 -0.724 -1.841
H: 1.226 -1.228 -2.411
H: 1.539 0.464 -1.998
C: -0.319 -4.037 -1.806
C: -1.122 -3.147 -2.633
C: -2.057 -2.250 -2.086
C: -2.889 -1.511 -2.896
C: -2.812 -1.634 -4.271
C: -1.886 -2.488 -4.839
C: -1.045 -3.221 -4.035
C: 0.965 -4.602 -2.148
C: 1.287 -5.608 -1.208
C: 2.454 -6.351 -1.326
C: 3.321 -6.064 -2.362
C: 3.036 -5.047 -3.270
C: 1.872 -4.315 -3.178
C: 0.225 -5.653 -0.224
C: -0.744 -4.690 -0.591
C: -1.915 -4.579 0.169
C: -2.073 -5.368 1.287
C: -1.095 -6.289 1.659
C: 0.048 -6.448 0.902
H: -2.103 -2.124 -1.020
H: -3.608 -0.836 -2.460
H: -3.461 -1.052 -4.904
H: -1.829 -2.587 -5.912
H: -0.366 -3.927 -4.480
H: 2.658 -7.142 -0.627
H: 4.241 -6.619 -2.457
H: 3.743 -4.826 -4.054
H: 1.666 -3.524 -3.877
H: -2.703 -3.920 -0.148
H: -2.969 -5.284 1.882
H: -1.239 -6.883 2.549
H: 0.790 -7.183 1.163

* calculated total energy: -1615.4702 hartree
* highest occupied orbital energy: -0.0930 hartree
* net charge: -1
* HOMO-LUMO gap: 4.730 eV
* largest force on an atom: 1.23 eV/Å

Löwdin atomic charge list, values in e, 2 entries: number 1, C, carries -0.123; number 2, C, carries -0.280